# 1
Computed, not measured: C3H3NO in the gas phase, with wB97M-V/def2-TZVPD.

Properties
gap between HOMO and LUMO	11.1250	eV
SMILES string	N#CCC=O
E_HOMO	-10.8	eV
largest force on an atom	0.02238	Eh/bohr
relative energy (zero: lowest compared OMol25 entry of this formula, charge and spin)	10.7	kcal/mol

Structure (ORCA input):
```
! RIJCOSX wB97M-V def2-TZVPD def2/J DEFGRID3
* xyz 0 1
N 2.162 0.247 -0.994
C 1.305 -0.192 -0.356
C 0.040 -0.576 0.262
C -0.885 0.655 0.110
O -1.067 1.143 -0.972
H -0.384 -1.375 -0.356
H 0.175 -0.971 1.276
H -1.346 1.068 1.032
*
```

# 2
Computed, not measured: C3H3NO in the gas phase, with wB97M-V/def2-TZVPD.

Properties
gap between HOMO and LUMO (alpha / beta)	8.1922 / 8.1886	eV
E_HOMO (alpha / beta)	-7.5 / -7.5	eV
largest force on an atom	0.08035	Eh/bohr
relative energy (zero: lowest compared OMol25 entry of this formula, charge and spin)	118.3	kcal/mol

Structure (ORCA input):
```
! RIJCOSX wB97M-V def2-TZVPD def2/J DEFGRID3
* xyz 0 1
C 1.200 -0.754 -0.009
C -1.093 -0.771 -0.003
C 0.058 1.189 0.000
N 1.171 0.478 0.000
O -1.111 0.510 -0.003
H 1.786 -1.630 0.021
H -2.038 -1.280 -0.024
H 0.028 2.258 0.018
*
```

# 3
Computed, not measured: 2 unconnected molecules or ions with the total composition C3H3NO, with wB97M-V/def2-TZVPD.

Properties
gap between HOMO and LUMO	10.6910	eV
E_HOMO	-10.2	eV
largest force on an atom	0.10702	Eh/bohr
relative energy (zero: lowest compared OMol25 entry of this formula, charge and spin)	97.2	kcal/mol

Structure (ORCA input):
```
! RIJCOSX wB97M-V def2-TZVPD def2/J DEFGRID3
* xyz 0 1
C -2.505 -1.310 -0.934
C 1.489 0.951 0.308
C 0.961 -0.303 0.800
N -2.980 -0.316 -1.134
O 1.676 0.408 1.592
H 2.375 1.043 -0.307
H 0.944 1.790 0.358
H -1.960 -2.264 -0.683
*
```